# 1
The following is a DFT calculation (ωB97M-V/def2-TZVPD) of a 11-piece molecular cluster, C69H56FIN3O22 overall at a distorted geometry.

## Properties
Highest occupied orbital energy: -11.7 eV
Gap between HOMO and LUMO: 7.14 eV
Net charge: +1

Last columns: bonded neighbours and bond lengths (Å).
Positions of all 152 atoms, in Å:
1 C 2.8299 0.0789 3.0286  C2 1.664, H17 1.183, H18 1.171, H19 1.186
2 C 3.3916 -0.8950 1.8016  C1 1.664, O3 1.499, H20 1.177, H21 1.193
3 O 3.2949 -2.2912 2.3377  C2 1.499, C4 1.472
4 C 2.2524 -2.9832 1.5619  O3 1.472, O5 1.355, C6 1.669
5 O 2.5812 -4.0043 0.7332  C4 1.355
6 C 0.6402 -2.5510 1.5919  C4 1.669, C7 1.641, H22 1.184, H23 1.186
7 C -0.1513 -3.5721 2.6038  C6 1.641, C8 1.668, H24 1.178, H25 1.193
8 C -1.7705 -3.2130 2.7778  C7 1.668, C9 1.638, H26 1.191, H27 1.194
9 C -2.1432 -1.6626 2.4018  C8 1.638, N10 1.542, C15 1.649, H28 1.195
10 N -2.3767 -1.2943 0.9225  C9 1.542, C11 1.544, H29 1.047
11 C -2.5746 0.2290 1.0745  N10 1.544, N12 1.376, N14 1.514
12 N -1.8847 1.2226 0.4182  C11 1.376, I13 2.093, H30 1.054
13 I -2.3488 3.2059 0.8987  N12 2.093
14 N -3.6653 0.2747 2.1229  C11 1.514, C15 1.540, H31 1.043
15 C -3.5151 -0.9767 3.0082  C9 1.649, N14 1.540, F16 1.488, H32 1.177
16 F -3.0486 -0.4163 4.3050  C15 1.488
17 H 2.5594 -0.6123 3.9504  C1 1.183
18 H 1.8790 0.6834 2.7097  C1 1.171
19 H 3.6708 0.8298 3.3976  C1 1.186
20 H 4.4930 -0.6329 1.4804  C2 1.177
21 H 2.7370 -0.7855 0.8098  C2 1.193
22 H 0.6357 -1.4216 1.9471  C6 1.184
23 H 0.2720 -2.6601 0.4702  C6 1.186
24 H -0.0812 -4.6530 2.1396  C7 1.178
25 H 0.4052 -3.4901 3.6557  C7 1.193
26 H -2.4631 -4.0201 2.2429  C8 1.191
27 H -1.9843 -3.3543 3.9439  C8 1.194
28 H -1.3303 -0.8383 2.6965  C9 1.195
29 H -1.6049 -1.5572 0.2663  N10 1.047
30 H -1.1383 0.9693 -0.2815  N12 1.054
31 H -3.7916 1.1553 2.6682  N14 1.043
32 H -4.4871 -1.6321 3.1141  C15 1.177
33 C -5.2691 6.0260 -2.8386  C34 1.337, C39 1.476, H41 1.083
34 C -5.6114 5.9433 -4.1279  C33 1.337, C35 1.476, H42 1.083
35 C -5.3538 4.7193 -4.9119  C34 1.476, O36 1.223, C37 1.476
36 O -5.6650 4.6434 -6.0925  C35 1.223
37 C -4.7051 3.5903 -4.2159  C35 1.476, C38 1.337, H43 1.083
38 C -4.3628 3.6731 -2.9266  C37 1.337, C39 1.476, H44 1.083
39 C -4.6204 4.8971 -2.1426  C33 1.476, C38 1.476, O40 1.223
40 O -4.3092 4.9729 -0.9619  C39 1.223
41 H -5.4503 6.9166 -2.2493  C33 1.083
42 H -6.0886 6.7624 -4.6524  C34 1.083
43 H -4.5239 2.6997 -4.8051  C37 1.083
44 H -3.8856 2.8540 -2.4020  C38 1.083
45 C -0.2825 6.1217 -4.9158  C46 1.337, C51 1.476, H53 1.083
46 C 0.7250 5.3056 -5.2400  C45 1.337, C47 1.476, H54 1.083
47 C 0.4928 4.0751 -6.0219  C46 1.476, O48 1.223, C49 1.476
48 O 1.4141 3.3265 -6.3174  C47 1.223
49 C -0.8948 3.7825 -6.4326  C47 1.476, C50 1.337, H55 1.083
50 C -1.9023 4.5986 -6.1084  C49 1.337, C51 1.476, H56 1.083
51 C -1.6701 5.8291 -5.3266  C45 1.476, C50 1.476, O52 1.223
52 O -2.5914 6.5777 -5.0310  C51 1.223
53 H -0.1296 7.0278 -4.3423  C45 1.083
54 H 1.7484 5.5067 -4.9469  C46 1.083
55 H -1.0477 2.8764 -7.0061  C49 1.083
56 H -2.9257 4.3975 -6.4015  C50 1.083
57 C -9.1167 0.2009 4.2914  C58 1.337, C63 1.476, H65 1.083
58 C -8.4179 -0.8453 3.8404  C57 1.337, C59 1.476, H66 1.083
59 C -7.0376 -1.0993 4.2983  C58 1.476, O60 1.223, C61 1.476
60 O -6.3966 -2.0555 3.8845  C59 1.223
61 C -6.4605 -0.1539 5.2745  C59 1.476, C62 1.337, H67 1.083
62 C -7.1594 0.8924 5.7254  C61 1.337, C63 1.476, H68 1.083
63 C -8.5396 1.1464 5.2676  C57 1.476, C62 1.476, O64 1.223
64 O -9.1807 2.1026 5.6813  C63 1.223
65 H -10.1299 0.4021 3.9653  C57 1.083
66 H -8.8274 -1.5482 3.1249  C58 1.083
67 H -5.4474 -0.3550 5.6006  C61 1.083
68 H -6.7499 1.5953 6.4410  C62 1.083
69 C 5.5569 -4.2709 -0.6994  C70 1.337, C75 1.476, H77 1.083
70 C 5.8102 -5.5624 -0.9322  C69 1.337, C71 1.476, H78 1.083
71 C 6.4415 -6.0045 -2.1913  C70 1.476, O72 1.223, C73 1.476
72 O 6.6718 -7.1866 -2.4060  C71 1.223
73 C 6.7833 -4.9645 -3.1819  C71 1.476, C74 1.337, H79 1.083
74 C 6.5300 -3.6730 -2.9491  C73 1.337, C75 1.476, H80 1.083
75 C 5.8988 -3.2309 -1.6900  C69 1.476, C74 1.476, O76 1.223
76 O 5.6684 -2.0488 -1.4753  C75 1.223
77 H 5.0938 -3.9299 0.2184  C69 1.083
78 H 5.5661 -6.3372 -0.2153  C70 1.083
79 H 7.2464 -5.3055 -4.0997  C73 1.083
80 H 6.7741 -2.8982 -3.6660  C74 1.083
81 C -1.1395 -2.3954 -3.0465  C82 1.337, C87 1.476, H89 1.083
82 C -1.7126 -2.2698 -4.2474  C81 1.337, C83 1.476, H90 1.083
83 C -1.9460 -0.9424 -4.8497  C82 1.476, O84 1.223, C85 1.476
84 O -2.4723 -0.8264 -5.9479  C83 1.223
85 C -1.5203 0.2400 -4.0748  C83 1.476, C86 1.337, H91 1.083
86 C -0.9471 0.1144 -2.8739  C85 1.337, C87 1.476, H92 1.083
87 C -0.7138 -1.2130 -2.2716  C81 1.476, C86 1.476, O88 1.223
88 O -0.1875 -1.3290 -1.1734  C87 1.223
89 H -0.9618 -3.3615 -2.5900  C81 1.083
90 H -2.0298 -3.1274 -4.8285  C82 1.083
91 H -1.6980 1.2061 -4.5313  C85 1.083
92 H -0.6300 0.9720 -2.2928  C86 1.083
93 C 0.3241 -9.0415 1.9784  C94 1.337, C99 1.476, H101 1.083
94 C 0.0687 -7.8467 2.5202  C93 1.337, C95 1.476, H102 1.083
95 C -1.3046 -7.4510 2.8899  C94 1.476, O96 1.223, C97 1.476
96 O -1.5396 -6.3568 3.3839  C95 1.223
97 C -2.3839 -8.4269 2.6394  C95 1.476, C98 1.337, H103 1.083
98 C -2.1284 -9.6217 2.0977  C97 1.337, C99 1.476, H104 1.083
99 C -0.7551 -10.0174 1.7280  C93 1.476, C98 1.476, O100 1.223
100 O -0.5201 -11.1116 1.2339  C99 1.223
101 H 1.3255 -9.3472 1.7008  C93 1.083
102 H 0.8494 -7.1202 2.7108  C94 1.083
103 H -3.3852 -8.1212 2.9170  C97 1.083
104 H -2.9092 -10.3483 1.9070  C98 1.083
105 C 4.2241 3.1200 6.4900  C106 1.337, C111 1.476, H113 1.083
106 C 3.9687 4.3148 7.0317  C105 1.337, C107 1.476, H114 1.083
107 C 2.5954 4.7105 7.4014  C106 1.476, O108 1.223, C109 1.476
108 O 2.3604 5.8047 7.8954  C107 1.223
109 C 1.5161 3.7346 7.1509  C107 1.476, C110 1.337, H115 1.083
110 C 1.7716 2.5398 6.6092  C109 1.337, C111 1.476, H116 1.083
111 C 3.1449 2.1441 6.2395  C105 1.476, C110 1.476, O112 1.223
112 O 3.3799 1.0499 5.7455  C111 1.223
113 H 5.2255 2.8143 6.2124  C105 1.083
114 H 4.7494 5.0414 7.2224  C106 1.083
115 H 0.5148 4.0403 7.4285  C109 1.083
116 H 0.9908 1.8133 6.4185  C110 1.083
117 C 0.4895 -5.7335 -6.7962  C118 1.337, C123 1.476, H125 1.083
118 C 1.5543 -6.0772 -7.5272  C117 1.337, C119 1.476, H126 1.083
119 C 2.8134 -5.3099 -7.4546  C118 1.476, O120 1.223, C121 1.476
120 O 3.7878 -5.6226 -8.1249  C119 1.223
121 C 2.8507 -4.1498 -6.5423  C119 1.476, C122 1.337, H127 1.083
122 C 1.7859 -3.8061 -5.8112  C121 1.337, C123 1.476, H128 1.083
123 C 0.5268 -4.5734 -5.8838  C117 1.476, C122 1.476, O124 1.223
124 O -0.4476 -4.2607 -5.2135  C123 1.223
125 H -0.4417 -6.2851 -6.8381  C117 1.083
126 H 1.5431 -6.9260 -8.2005  C118 1.083
127 H 3.7820 -3.5982 -6.5004  C121 1.083
128 H 1.7972 -2.9574 -5.1379  C122 1.083
129 C -1.4580 7.1889 2.4393  C130 1.337, C135 1.476, H137 1.083
130 C -0.7591 6.1427 1.9883  C129 1.337, C131 1.476, H138 1.083
131 C 0.6211 5.8886 2.4462  C130 1.476, O132 1.223, C133 1.476
132 O 1.2622 4.9325 2.0324  C131 1.223
133 C 1.1982 6.8341 3.4223  C131 1.476, C134 1.337, H139 1.083
134 C 0.4994 7.8803 3.8733  C133 1.337, C135 1.476, H140 1.083
135 C -0.8809 8.1343 3.4154  C129 1.476, C134 1.476, O136 1.223
136 O -1.5220 9.0905 3.8292  C135 1.223
137 H -2.4711 7.3900 2.1132  C129 1.083
138 H -1.1686 5.4397 1.2727  C130 1.083
139 H 2.2114 6.6329 3.7484  C133 1.083
140 H 0.9089 8.5832 4.5889  C134 1.083
141 C 7.0488 1.7496 -1.0422  C142 1.337, C147 1.476, H149 1.083
142 C 5.8739 1.1383 -1.2221  C141 1.337, C143 1.476, H150 1.083
143 C 4.6083 1.8982 -1.2301  C142 1.476, O144 1.223, C145 1.476
144 O 3.5324 1.3393 -1.3928  C143 1.223
145 C 4.6914 3.3591 -1.0333  C143 1.476, C146 1.337, H151 1.083
146 C 5.8663 3.9703 -0.8534  C145 1.337, C147 1.476, H152 1.083
147 C 7.1319 3.2105 -0.8454  C141 1.476, C146 1.476, O148 1.223
148 O 8.2079 3.7694 -0.6828  C147 1.223
149 H 7.9862 1.2070 -1.0329  C141 1.083
150 H 5.7964 0.0676 -1.3686  C142 1.083
151 H 3.7540 3.9016 -1.0426  C145 1.083
152 H 5.9439 5.0410 -0.7070  C146 1.083

***

# 2
The following is a DFT calculation (ωB97M-V/def2-TZVPD) of an isolated ion of composition CH5BrN3 and charge +1 at a distorted geometry.

## Properties
Highest occupied orbital energy: -14.9 eV
Gap between HOMO and LUMO: 10.39 eV
Relative energy (zero: lowest compared OMol25 entry of this formula, charge and spin): 40.0 kcal/mol
SMILES: NC(=[NH2+])NBr
Net charge: +1

Last columns: bonded neighbours and bond lengths (Å).
Positions of all 10 atoms, in Å:
1 C -0.0595 -0.0188 0.0723  N2 1.747, N3 1.337, N4 1.316
2 N 1.4552 0.8452 -0.0299  C1 1.747, H6 1.005, H7 0.954
3 N -1.1469 0.7593 0.0478  C1 1.337, Br5 1.824, H8 1.040
4 N -0.0137 -1.3229 -0.1008  C1 1.316, H9 0.952, H10 1.033
5 Br -2.7930 -0.0257 0.0453  N3 1.824
6 H 1.5477 1.5877 0.6406  N2 1.005
7 H 2.0725 0.1407 -0.2123  N2 0.954
8 H -1.0977 1.7414 -0.2896  N3 1.040
9 H 0.8473 -1.7290 -0.1096  N4 0.952
10 H -0.8117 -1.9779 -0.0636  N4 1.033

***

# 3
The following is a DFT calculation (ωB97M-V/def2-TZVPD) of a 8-piece molecular cluster, C22H34Cl12N2 overall at a distorted geometry.

## Properties
Highest occupied orbital energy (alpha / beta): -11.7 / -11.7 eV
Gap between HOMO and LUMO (alpha / beta): 7.18 / 3.57 eV
Spin multiplicity: 2
Net charge: +1

Last columns: bonded neighbours and bond lengths (Å).
Positions of all 70 atoms, in Å:
1 Cl -13.0615 22.3932 -8.5591  C2 1.839
2 C -12.9146 20.7453 -9.3611  Cl1 1.839, C3 1.547, H5 1.090, H6 1.090
3 C -13.8587 19.7551 -8.6393  C2 1.547, Cl4 1.704, H7 1.090, H8 1.090
4 Cl -13.7751 18.1875 -9.3023  C3 1.704
5 H -11.8706 20.4640 -9.2234  C2 1.090
6 H -12.9518 20.9475 -10.4315  C2 1.090
7 H -14.8163 20.1723 -8.9511  C3 1.090
8 H -13.6664 19.9031 -7.5767  C3 1.090
9 Cl -20.9975 13.2808 -6.8855  C10 1.837
10 C -19.2580 13.2553 -6.2963  Cl9 1.837, C11 1.532, H13 1.090, H14 1.090
11 C -18.3467 13.8766 -7.3601  C10 1.532, Cl12 1.764, H15 1.090, H16 1.090
12 Cl -18.8031 15.5639 -7.5962  C11 1.764
13 H -19.0213 12.2145 -6.0753  C10 1.090
14 H -19.2185 13.7870 -5.3456  C10 1.090
15 H -18.2736 13.2546 -8.2522  C11 1.090
16 H -17.4392 13.9577 -6.7618  C11 1.090
17 Cl -9.8515 15.4492 -3.9687  C18 1.746
18 C -9.7806 14.5364 -2.4819  Cl17 1.746, C19 1.520, H21 1.090, H22 1.090
19 C -11.1731 14.3437 -1.9041  C18 1.520, Cl20 1.703, H23 1.090, H24 1.090
20 Cl -12.0199 13.2672 -2.9158  C19 1.703
21 H -9.1176 15.1306 -1.8532  C18 1.090
22 H -9.1774 13.6542 -2.6961  C18 1.090
23 H -11.6981 15.2981 -1.8645  C19 1.090
24 H -11.1917 13.8579 -0.9285  C19 1.090
25 Cl -9.4887 18.1661 -1.6200  C26 1.725
26 C -10.9856 18.7429 -0.9854  Cl25 1.725, C27 1.553, H29 1.090, H30 1.090
27 C -11.6874 19.7058 -1.9815  C26 1.553, Cl28 1.779, H31 1.090, H32 1.090
28 Cl -13.3514 19.9808 -1.4147  C27 1.779
29 H -10.8178 19.1385 0.0163  C26 1.090
30 H -11.6379 17.8758 -0.8818  C26 1.090
31 H -11.8144 19.2993 -2.9848  C27 1.090
32 H -11.1685 20.6551 -2.1150  C27 1.090
33 Cl -17.4282 19.4028 -7.7778  C34 1.791
34 C -18.0352 21.0685 -7.5221  Cl33 1.791, C35 1.521, H37 1.090, H38 1.090
35 C -16.9264 22.0003 -7.0590  C34 1.521, Cl36 1.745, H39 1.090, H40 1.090
36 Cl -17.6259 23.5287 -6.5909  C35 1.745
37 H -18.8877 20.9756 -6.8494  C34 1.090
38 H -18.3458 21.4425 -8.4977  C34 1.090
39 H -16.0555 22.2391 -7.6695  C35 1.090
40 H -16.4979 21.5569 -6.1602  C35 1.090
41 Cl -15.0327 12.7315 -8.4802  C42 1.830
42 C -14.3691 11.9399 -9.9909  Cl41 1.830, C43 1.562, H45 1.090, H46 1.090
43 C -13.0882 11.1254 -9.6241  C42 1.562, Cl44 1.762, H47 1.090, H48 1.090
44 Cl -13.5011 9.6410 -8.7700  C43 1.762
45 H -14.1947 12.7299 -10.7214  C42 1.090
46 H -15.1518 11.3485 -10.4658  C42 1.090
47 H -12.3480 11.7433 -9.1157  C43 1.090
48 H -12.6847 10.8819 -10.6070  C43 1.090
49 N -13.8367 18.2349 -5.3856  C50 1.379, C54 1.402
50 C -15.0310 17.6495 -5.7501  N49 1.379, C51 1.370, H55 1.080
51 C -15.0436 16.3822 -6.2710  C50 1.370, C52 1.416, H56 1.080
52 C -13.8778 15.5793 -6.2240  C51 1.416, C53 1.417, H57 1.080
53 C -12.6494 16.1249 -5.7763  C52 1.417, C54 1.471, H58 1.080
54 C -12.6499 17.5004 -5.2559  N49 1.402, C53 1.471, H59 1.080
55 H -15.9080 18.2550 -5.5752  C50 1.080
56 H -15.9839 15.9411 -6.5673  C51 1.080
57 H -13.9451 14.6068 -6.6888  C52 1.080
58 H -11.6679 15.6832 -5.8644  C53 1.080
59 H -11.6802 17.9212 -5.0342  C54 1.080
60 N -18.5126 20.9149 -3.5793  C61 1.375, C65 1.338
61 C -18.3778 22.2600 -3.3268  N60 1.375, C62 1.394, H66 1.080
62 C -17.1253 22.8694 -3.2784  C61 1.394, C63 1.366, H67 1.080
63 C -16.0000 22.0946 -3.2799  C62 1.366, C64 1.355, H68 1.080
64 C -16.0979 20.7481 -3.3986  C63 1.355, C65 1.398, H69 1.080
65 C -17.3770 20.2075 -3.5638  N60 1.338, C64 1.398, H70 1.080
66 H -19.3495 22.7294 -3.3699  C61 1.080
67 H -17.0457 23.9403 -3.1640  C62 1.080
68 H -15.0351 22.5682 -3.1745  C63 1.080
69 H -15.2386 20.1087 -3.2603  C64 1.080
70 H -17.5849 19.1869 -3.8494  C65 1.080

***

One value per record, in order, for electronic energy: -4879.20905 -2779.05797 -6490.11968 Eh.